30
Properties=species:S:1:pos:R:3:mulliken_spin:R:1 method="wB97M-V/def2-TZVPD" orbital_gap_ev="6.44 / 6.17" energy_ev=-24605.0246 multiplicity=2 charge=+2 s2=0.76 lumo_ha="-0.330 / -0.338"
C 1.87388 -2.44626 0.39325 0.008
H 2.36136 -3.40560 0.61807 0.008
H 2.69348 -2.00446 0.97757 0.008
H 1.16622 -3.07067 -0.17295 0.010
O 0.72835 -1.04259 1.48905 0.031
C 0.29761 -0.56885 2.73440 -0.001
C -1.06239 0.08515 2.55544 0.000
O -1.02667 0.93321 1.40367 0.001
C -2.28142 1.25430 0.81753 0.000
C -2.07355 1.62896 -0.63022 0.000
O -1.22520 0.63276 -1.20048 -0.004
C -1.11562 0.64883 -2.61795 0.003
Bi 0.41907 0.27205 0.03530 0.010
H 1.01540 0.14224 3.18429 0.001
H 0.18885 -1.40472 3.44781 0.002
H -1.36831 0.66359 3.43918 0.000
H -1.79943 -0.70925 2.34995 0.000
H -2.77133 2.06840 1.36915 0.000
H -2.91275 0.35256 0.85164 0.000
H -1.62092 2.62669 -0.74430 0.000
H -3.03855 1.63966 -1.15589 0.000
H -0.53860 -0.23541 -2.90832 -0.001
H -2.11889 0.60393 -3.06312 0.000
H -0.62302 1.57454 -2.95246 -0.001
O 1.44607 -1.25247 -1.11649 0.143
C 2.36510 -0.72988 -1.87333 0.359
C 2.58674 0.66664 -1.73455 0.213
O 1.90384 1.33630 -0.91138 0.185
H 3.13130 -1.39799 -2.28081 0.013
H 3.39938 1.13835 -2.30407 0.012